# 1
{
  "formula": "C5H8N2",
  "method": "ωB97M-V/def2-TZVPD",
  "smiles": "Cc1cnn(C)c1",
  "homo_lumo_gap_ha": 0.3495,
  "largest_force_ev_per_a": 0.6,
  "total_energy_ev": -8293.4959,
  "spin_multiplicity": 1,
  "relative_energy_kcal_mol": 34.60,
  "elements": ["C", "N", "C", "C", "C", "C", "N", "H", "H", "H", "H", "H", "H", "H", "H"],
  "positions_angstrom": [[-2.345, 0.015, -0.428], [-1.151, 0.128, 0.385], [-0.143, -0.767, 0.334], [1.025, -0.097, 0.590], [2.201, -0.411, -0.275], [0.593, 1.210, 0.911], [-0.714, 1.348, 0.754], [-2.309, 0.789, -1.204], [-3.244, 0.128, 0.177], [-2.328, -0.962, -0.923], [-0.294, -1.787, 0.010], [1.825, -0.126, -1.266], [2.439, -1.474, -0.330], [3.086, 0.195, -0.085], [1.190, 2.060, 1.224]],
  "forces_ev_per_angstrom": [[-0.22, -0.02, 0.08], [-0.15, -0.08, 0.13], [-0.06, 0.11, -0.21], [-0.19, 0.11, -0.31], [0.35, -0.03, -0.19], [-0.08, 0.13, -0.01], [-0.06, -0.07, 0.15], [-0.10, -0.15, 0.23], [-0.04, 0.00, -0.12], [-0.14, 0.20, 0.23], [-0.05, 0.16, -0.16], [0.57, -0.10, -0.07], [0.19, 0.05, 0.21], [0.08, -0.19, 0.21], [-0.10, -0.12, -0.15]]
}

# 2
{
  "formula": "C23H28N2O4",
  "method": "ωB97M-V/def2-TZVPD",
  "smiles": "COc1ccc(CCNC(=O)[C@H]2CCC(=O)N2CCc2ccccc2)cc1OC",
  "homo_lumo_gap_ha": 0.3245,
  "largest_force_ev_per_a": 0.7,
  "total_energy_ev": -35476.4088,
  "spin_multiplicity": 1,
  "relative_energy_kcal_mol": 44.10,
  "elements": ["C", "H", "O", "C", "C", "C", "C", "C", "C", "O", "C", "H", "H", "H", "H", "C", "H", "H", "C", "N", "C", "O", "C", "N", "C", "O", "C", "H", "C", "H", "H", "H", "C", "H", "H", "C", "C", "C", "C", "C", "C", "C", "H", "H", "H", "H", "H", "H", "H", "H", "H", "H", "H", "H", "H", "H", "H"],
  "positions_angstrom": [[3.038, -0.966, -3.977], [3.650, -0.395, -4.675], [3.697, -0.870, -2.740], [3.135, -1.480, -1.643], [1.963, -2.221, -1.709], [1.416, -2.817, -0.584], [2.035, -2.690, 0.648], [3.212, -1.963, 0.717], [3.780, -1.352, -0.397], [4.944, -0.700, -0.130], [5.568, 0.124, -1.088], [5.932, -0.450, -1.943], [4.900, 0.913, -1.440], [6.413, 0.572, -0.565], [3.730, -1.839, 1.654], [1.424, -3.278, 1.890], [0.559, -3.887, 1.618], [2.145, -3.917, 2.402], [0.986, -2.170, 2.857], [0.181, -1.175, 2.186], [0.597, 0.094, 2.022], [1.596, 0.553, 2.532], [-0.304, 0.956, 1.122], [-1.671, 0.501, 1.088], [-2.041, -0.099, -0.067], [-3.118, -0.610, -0.274], [-0.850, -0.069, -1.011], [-1.170, 0.277, -1.992], [0.164, 0.859, -0.345], [1.182, 0.475, -0.407], [0.141, 1.845, -0.808], [-0.463, -1.083, -1.121], [-2.589, 0.746, 2.171], [-2.095, 0.524, 3.122], [-3.430, 0.062, 2.025], [-3.106, 2.196, 2.162], [-3.717, 2.501, 0.824], [-2.965, 3.104, -0.175], [-3.500, 3.311, -1.434], [-4.797, 2.916, -1.708], [-5.557, 2.319, -0.717], [-5.019, 2.111, 0.539], [-5.612, 1.637, 1.308], [-6.569, 2.007, -0.926], [-5.215, 3.072, -2.692], [-2.902, 3.779, -2.203], [-1.951, 3.419, 0.034], [-3.846, 2.300, 2.956], [-2.280, 2.879, 2.368], [-0.234, 1.982, 1.498], [-0.631, -1.496, 1.680], [1.854, -1.639, 3.253], [0.419, -2.602, 3.689], [0.505, -3.390, -0.682], [1.459, -2.345, -2.654], [2.035, -0.529, -3.936], [2.972, -2.003, -4.322]],
  "forces_ev_per_angstrom": [[-0.09, -0.02, -0.19], [-0.09, -0.05, -0.01], [0.09, -0.11, 0.49], [0.05, 0.10, -0.14], [0.08, 0.07, -0.13], [0.10, -0.05, 0.09], [-0.05, -0.15, -0.12], [0.03, 0.08, -0.30], [-0.04, -0.05, 0.15], [-0.25, -0.29, 0.09], [0.32, 0.32, -0.26], [-0.03, 0.08, 0.09], [0.05, -0.05, 0.02], [-0.06, -0.01, -0.05], [0.09, 0.06, 0.16], [0.03, 0.24, 0.08], [0.03, -0.07, 0.00], [-0.06, -0.09, 0.03], [0.11, -0.15, 0.09], [-0.22, -0.48, 0.03], [-0.53, 0.37, -0.09], [0.38, 0.21, 0.05], [0.31, 0.10, 0.17], [0.22, 0.22, 0.33], [0.11, -0.23, -0.50], [-0.28, -0.12, -0.09], [-0.03, 0.03, -0.07], [-0.06, -0.05, 0.01], [0.02, -0.03, -0.09], [0.03, 0.05, 0.00], [0.02, 0.00, 0.04], [-0.09, 0.03, 0.00], [-0.19, 0.04, 0.15], [-0.06, -0.06, -0.04], [0.10, 0.02, 0.10], [0.06, -0.26, -0.14], [-0.02, 0.15, 0.15], [-0.02, 0.00, 0.05], [0.06, 0.02, -0.14], [-0.04, 0.01, -0.11], [-0.09, -0.04, -0.01], [0.04, 0.07, 0.00], [-0.07, -0.07, 0.09], [-0.08, -0.03, -0.02], [-0.04, 0.02, -0.07], [0.03, 0.04, -0.05], [0.12, 0.04, 0.05], [0.04, 0.05, 0.05], [-0.04, 0.05, 0.05], [0.05, -0.14, 0.01], [0.00, 0.18, 0.04], [-0.10, -0.10, 0.04], [0.14, 0.06, -0.01], [-0.10, -0.05, 0.01], [-0.01, 0.02, -0.12], [0.02, -0.04, 0.00], [-0.03, 0.04, 0.02]]
}

# 3
{
  "formula": "C4H7N3S",
  "method": "ωB97M-V/def2-TZVPD",
  "smiles": "[H]/N=C/N(C=C)NC=S",
  "homo_lumo_gap_ha": 0.3415,
  "largest_force_ev_per_a": 1.0,
  "total_energy_ev": -19565.1505,
  "spin_multiplicity": 1,
  "relative_energy_kcal_mol": 60.59,
  "elements": ["C", "C", "C", "C", "H", "H", "H", "H", "H", "H", "H", "N", "N", "N", "S"],
  "positions_angstrom": [[0.903, 2.325, -0.434], [1.336, 1.069, -0.392], [-1.612, 0.157, 0.690], [1.192, -1.277, 0.322], [0.009, 2.642, 0.069], [1.424, 3.065, -1.077], [2.209, 0.740, -0.946], [-0.174, 0.825, 1.985], [-2.337, 0.541, 1.453], [0.548, -1.895, 0.928], [2.362, -2.627, -0.282], [0.766, 0.056, 0.383], [-0.344, 0.329, 1.140], [2.201, -1.611, -0.363], [-2.082, -0.523, -0.710]],
  "forces_ev_per_angstrom": [[0.53, 0.38, -0.79], [0.19, 0.31, -0.05], [-0.40, 0.29, 0.55], [0.12, 0.83, -0.24], [-0.18, 0.14, 0.19], [-0.44, -0.71, 0.60], [-0.19, -0.08, 0.16], [0.04, 0.35, 0.60], [0.54, -0.35, -0.64], [-0.11, -0.41, 0.17], [-0.11, 0.72, -0.07], [0.23, -0.47, -0.24], [-0.28, -0.32, -0.67], [-0.06, -0.81, 0.20], [0.11, 0.11, 0.23]]
}

# 4
{
  "formula": "C3H5N3OS",
  "method": "ωB97M-V/def2-TZVPD",
  "homo_lumo_gap_ha": 0.2951,
  "largest_force_ev_per_a": 6.5,
  "total_energy_ev": -20539.0785,
  "spin_multiplicity": 1,
  "relative_energy_kcal_mol": 151.75,
  "elements": ["C", "C", "C", "H", "H", "H", "H", "H", "N", "N", "N", "O", "S"],
  "positions_angstrom": [[-1.416, -1.044, 0.130], [0.519, 0.721, -0.029], [2.880, 0.395, -0.175], [-2.690, 0.723, 0.605], [-0.586, -1.823, 0.405], [-2.904, -2.078, -0.597], [0.638, 1.853, -0.152], [2.975, 1.374, -0.198], [-0.744, 0.259, 0.418], [-2.655, -1.139, -0.237], [1.526, -0.024, -0.010], [-1.825, 1.250, -0.164], [4.280, -0.469, 0.003]],
  "forces_ev_per_angstrom": [[2.08, -0.64, 0.28], [0.10, 1.41, 0.78], [-0.79, -4.61, 1.34], [3.28, 2.71, -3.95], [-1.89, 0.82, -1.01], [0.29, 0.45, 1.05], [-0.93, -1.35, -0.03], [0.51, 5.02, -0.60], [-3.99, 1.37, -2.83], [2.83, 0.09, 0.26], [1.86, -2.39, -0.29], [-1.36, -3.38, 5.44], [-1.99, 0.49, -0.45]]
}

# 5
{
  "formula": "C24H23ClNO16S",
  "method": "ωB97M-V/def2-TZVPD",
  "homo_lumo_gap_ha": 0.1647,
  "total_charge": -1,
  "largest_force_ev_per_a": 2.6,
  "total_energy_ev": -82868.6587,
  "spin_multiplicity": 1,
  "relative_energy_kcal_mol": 0.00,
  "elements": ["N", "C", "C", "C", "C", "C", "S", "O", "O", "Cl", "C", "O", "O", "H", "H", "H", "H", "H", "H", "H", "H", "H", "H", "H", "C", "C", "C", "O", "C", "C", "C", "O", "O", "O", "H", "H", "H", "H", "C", "C", "C", "O", "C", "C", "C", "O", "O", "O", "H", "H", "H", "H", "C", "C", "C", "O", "C", "C", "C", "O", "O", "O", "H", "H", "H", "H"],
  "positions_angstrom": [[2.021, 0.798, 1.504], [1.216, 1.483, 0.475], [0.411, 2.635, 1.087], [-0.769, 2.995, 0.147], [-2.125, 3.113, 0.894], [-3.291, 2.397, 0.207], [-3.174, 0.599, 0.342], [-1.861, 0.181, 0.756], [-4.208, 0.082, 1.209], [-3.545, -0.144, -1.532], [2.044, 2.014, -0.719], [2.499, 3.181, -0.688], [2.170, 1.217, -1.683], [2.371, -0.043, 1.057], [1.343, 0.449, 2.181], [0.497, 0.766, 0.061], [0.029, 2.336, 2.073], [1.021, 3.529, 1.225], [-0.555, 3.925, -0.386], [-0.830, 2.216, -0.621], [-2.056, 2.840, 1.949], [-2.393, 4.178, 0.893], [-4.237, 2.660, 0.685], [-3.377, 2.672, -0.846], [0.718, -4.534, 4.481], [-0.461, -4.754, 3.891], [-1.048, -3.783, 2.908], [-2.117, -4.064, 2.399], [-0.311, -2.562, 2.620], [0.870, -2.341, 3.213], [1.469, -3.322, 4.176], [2.553, -3.070, 4.668], [1.586, -1.237, 2.984], [-1.195, -5.843, 4.130], [1.151, -5.228, 5.188], [-0.752, -1.861, 1.921], [2.393, -1.329, 3.524], [-1.991, -5.747, 3.573], [7.063, 3.527, -2.629], [5.892, 3.969, -2.120], [5.857, 5.104, -1.123], [4.790, 5.496, -0.708], [7.132, 5.686, -0.703], [8.277, 5.230, -1.214], [8.312, 4.125, -2.224], [9.407, 3.782, -2.655], [9.474, 5.724, -0.866], [4.742, 3.439, -2.468], [7.106, 2.719, -3.345], [7.101, 6.487, 0.023], [10.121, 5.213, -1.388], [4.031, 3.905, -1.960], [-6.469, -5.479, -3.435], [-7.361, -4.987, -2.569], [-7.051, -3.807, -1.696], [-7.922, -3.406, -0.946], [-5.728, -3.210, -1.788], [-4.831, -3.703, -2.653], [-5.151, -4.867, -3.545], [-4.298, -5.256, -4.321], [-3.606, -3.198, -2.779], [-8.582, -5.505, -2.423], [-6.683, -6.326, -4.070], [-5.509, -2.372, -1.141], [-3.164, -3.733, -3.465], [-9.017, -4.961, -1.739]],
  "forces_ev_per_angstrom": [[-0.35, 0.52, -0.29], [-0.20, 0.66, 0.23], [-0.32, -0.01, -0.21], [-0.01, -0.34, 0.53], [0.30, 0.47, -0.61], [-0.16, 0.42, -0.10], [0.33, -1.24, 2.32], [-0.13, 0.55, -1.00], [-0.34, 0.72, -0.96], [0.11, 0.33, 0.08], [0.47, -0.57, -1.26], [0.03, 0.53, 0.44], [-0.15, -0.13, 0.51], [0.20, 0.03, 0.01], [0.41, 0.43, -0.38], [0.05, 0.14, -0.12], [-0.04, -0.05, -0.11], [0.27, -0.29, 0.03], [-0.03, -0.07, 0.07], [-0.09, 0.08, 0.05], [0.04, -0.25, -0.15], [-0.25, -0.17, 0.09], [-0.01, -0.36, -0.02], [0.21, -0.20, 0.04], [0.19, 0.09, 0.06], [0.13, -0.36, 0.31], [0.13, 0.58, -0.27], [-0.08, -0.29, 0.13], [-0.24, -0.12, -0.08], [-0.15, 0.41, -0.34], [-0.06, -0.41, 0.22], [0.02, 0.21, -0.09], [-0.06, -1.46, 0.95], [-0.05, 0.24, -0.18], [-0.01, -0.01, -0.01], [0.03, 0.03, 0.01], [0.09, 0.17, -0.05], [-0.04, 0.01, -0.04], [0.47, 0.14, 0.06], [-0.29, -0.54, -0.41], [0.20, 0.25, 0.25], [-0.07, -0.01, -0.18], [-0.13, -0.01, 0.03], [0.05, 0.36, 0.33], [-0.45, -0.49, -0.37], [0.25, 0.20, 0.16], [-0.04, -0.16, -0.16], [0.38, 0.92, 0.31], [-0.07, -0.01, 0.00], [0.00, -0.01, 0.00], [0.01, -0.06, -0.07], [-0.54, -0.81, 0.26], [0.19, -0.03, -0.12], [-0.17, -0.39, -0.25], [0.45, 0.39, 0.14], [-0.23, -0.20, -0.06], [-0.24, 0.02, 0.11], [0.18, 0.39, 0.29], [-0.35, -0.34, -0.12], [0.18, 0.15, 0.07], [-0.23, -0.32, -0.20], [0.14, 0.25, 0.14], [-0.02, 0.00, 0.00], [0.04, -0.01, 0.00], [0.09, 0.02, -0.02], [-0.03, 0.03, 0.04]]
}

# 6
{
  "formula": "C3H7N3O",
  "method": "ωB97M-V/def2-TZVPD",
  "homo_lumo_gap_ha": [0.3051, 0.3052],
  "largest_force_ev_per_a": 0.8,
  "total_energy_ev": -9738.3820,
  "spin_multiplicity": 1,
  "relative_energy_kcal_mol": 107.26,
  "elements": ["C", "C", "N", "N", "O", "C", "N", "H", "H", "H", "H", "H", "H", "H"],
  "positions_angstrom": [[0.257, -0.732, 0.810], [0.314, 0.314, 1.932], [-1.348, 0.784, -1.234], [-0.663, 0.481, -2.253], [-0.962, -0.800, 0.178], [1.331, -0.447, -0.195], [2.020, -0.174, -1.077], [-1.889, -0.041, -0.909], [0.499, -1.720, 1.239], [-0.563, -0.487, -2.563], [0.071, 1.122, -2.542], [0.102, 1.303, 1.523], [-0.457, 0.069, 2.663], [1.287, 0.328, 2.427]],
  "forces_ev_per_angstrom": [[-0.27, -0.15, 0.28], [-0.01, -0.11, -0.13], [0.05, -0.71, -0.39], [0.02, 0.00, 0.60], [0.50, 0.21, 0.05], [0.07, 0.17, -0.41], [-0.13, -0.08, 0.26], [0.01, 0.48, -0.34], [0.05, 0.10, -0.02], [-0.22, 0.17, -0.01], [-0.08, -0.06, 0.16], [0.02, -0.01, 0.00], [0.02, 0.00, -0.03], [-0.02, 0.00, -0.03]]
}

# 7
{
  "formula": "C20H28F3N3O7S2",
  "method": "ωB97M-V/def2-TZVPD",
  "smiles": "CCOCCOC[C@](CCCCn1cccc1)(OC(=O)CCSc1nnco1)S(=O)(=O)C(F)(F)F",
  "homo_lumo_gap_ha": 0.2709,
  "largest_force_ev_per_a": 10.2,
  "total_energy_ev": -69797.7368,
  "spin_multiplicity": 1,
  "elements": ["C", "C", "O", "C", "C", "O", "C", "C", "C", "C", "C", "C", "N", "C", "C", "C", "C", "O", "C", "O", "C", "C", "S", "C", "N", "N", "C", "O", "S", "O", "O", "C", "F", "F", "F", "H", "H", "H", "H", "H", "H", "H", "H", "H", "H", "H", "H", "H", "H", "H", "H", "H", "H", "H", "H", "H", "H", "H", "H", "H", "H", "H", "H"],
  "positions_angstrom": [[-4.209, 3.648, -1.695], [-3.061, 3.072, -2.765], [-1.849, 2.816, -1.940], [-0.743, 2.295, -2.774], [-1.064, 0.683, -3.005], [0.052, -0.205, -2.631], [-0.170, -0.691, -1.251], [1.123, -1.571, -0.658], [0.547, -2.354, 0.669], [-0.001, -1.375, 1.864], [-1.137, -2.272, 2.702], [-2.316, -1.357, 3.379], [-3.199, -0.617, 2.399], [-3.552, 0.826, 2.689], [-4.554, 1.531, 1.598], [-4.753, 0.267, 0.542], [-3.870, -1.029, 1.107], [2.180, -0.587, -0.386], [3.497, -1.209, -0.190], [3.757, -2.361, 0.431], [4.835, -0.372, -0.744], [5.536, 0.565, 0.406], [5.659, -0.217, 2.103], [4.285, 0.606, 3.111], [3.670, 0.049, 4.391], [2.724, 1.043, 4.707], [2.635, 2.211, 3.748], [3.665, 1.914, 2.729], [1.525, -2.838, -1.978], [2.132, -4.172, -1.392], [0.139, -3.279, -2.591], [2.540, -2.194, -3.416], [3.686, -3.129, -3.676], [1.686, -2.271, -4.661], [2.941, -0.774, -3.292], [-4.551, 4.692, -2.150], [-3.696, 3.764, -0.644], [-5.098, 2.876, -1.642], [-2.834, 3.831, -3.630], [-3.528, 2.085, -3.219], [0.306, 2.484, -2.246], [-0.813, 2.884, -3.808], [-1.238, 0.533, -4.176], [-2.095, 0.364, -2.506], [-0.206, 0.284, -0.566], [-1.164, -1.319, -1.186], [-0.326, -3.067, 0.283], [1.349, -3.076, 1.155], [0.838, -1.034, 2.631], [-0.557, -0.411, 1.502], [-0.558, -2.792, 3.603], [-1.612, -3.120, 2.043], [-2.998, -2.107, 4.010], [-1.912, -0.570, 4.159], [-3.110, 1.344, 3.642], [-5.008, 2.611, 1.593], [-5.439, 0.360, -0.402], [-3.801, -2.089, 0.603], [5.613, -1.107, -1.275], [4.496, 0.373, -1.613], [6.656, 0.762, 0.046], [5.044, 1.650, 0.453], [1.909, 3.141, 3.810]],
  "forces_ev_per_angstrom": [[0.74, 0.09, -1.11], [-1.06, -0.18, 1.13], [-0.01, 0.05, -2.18], [-0.92, -0.38, -0.18], [-0.33, 0.33, -1.78], [-1.56, 0.04, 1.72], [0.46, 0.99, 0.34], [-2.10, 1.98, 1.04], [0.25, -1.08, 0.18], [-1.04, -0.25, 0.45], [0.68, 0.45, 0.76], [-0.25, -1.27, 0.76], [-2.47, 3.68, -2.38], [-1.97, 0.21, -2.77], [3.03, -6.57, 0.73], [2.70, -0.10, 4.12], [-1.63, 4.26, 0.25], [2.20, -3.02, -0.33], [2.75, -4.34, 2.75], [-2.58, 7.25, -3.99], [-1.04, 0.88, -1.00], [0.43, 1.12, -1.28], [-1.92, 1.88, 0.54], [-2.83, 0.57, 2.60], [0.58, 5.70, -5.91], [-0.08, 3.48, -3.16], [2.90, -6.38, 2.20], [-0.52, -2.55, 2.83], [-4.67, -9.00, 0.69], [-0.83, 5.81, -1.99], [4.80, 2.86, 1.85], [1.46, 1.00, -4.90], [-3.79, 3.77, 1.09], [3.16, 0.34, 4.44], [-0.87, -4.95, -0.34], [0.45, -2.26, 1.37], [-1.12, -0.16, -2.18], [1.77, 1.77, -0.02], [-0.30, -1.39, 1.66], [1.32, 1.80, 0.72], [-2.42, -0.49, -1.04], [0.53, -1.39, 2.08], [0.59, 0.12, 2.53], [2.34, 0.80, -0.65], [-0.09, -2.25, -1.15], [2.12, 1.18, -0.05], [1.84, 1.73, 0.73], [-1.45, 1.62, -1.36], [-1.62, -0.84, -1.85], [1.13, -1.85, 0.39], [-1.42, 0.98, -1.92], [0.89, 1.78, 1.20], [1.38, 1.61, -1.38], [-0.65, -1.54, -1.85], [-0.91, -1.34, -2.08], [1.14, -2.54, 0.07], [1.67, -0.66, 2.01], [-0.01, 2.46, 1.46], [-1.97, 1.29, 1.69], [0.59, -1.63, 1.98], [-2.42, -0.55, 0.94], [0.89, -2.63, 0.08], [2.03, -2.26, -0.48]]
}

# 8
{
  "formula": "C3H4P2",
  "method": "ωB97M-V/def2-TZVPD",
  "smiles": "C=CP1#P=C1",
  "homo_lumo_gap_ha": 0.3001,
  "largest_force_ev_per_a": 2.2,
  "total_energy_ev": -21749.2430,
  "spin_multiplicity": 1,
  "relative_energy_kcal_mol": 45.71,
  "elements": ["C", "C", "C", "P", "P", "H", "H", "H", "H"],
  "positions_angstrom": [[-1.631, -0.008, -0.141], [-0.448, -0.510, -0.553], [2.352, 1.756, 0.087], [1.452, 0.089, -0.313], [2.090, 1.803, -1.533], [-2.718, -0.339, -0.353], [-1.554, 0.923, 0.384], [-0.248, -1.316, -1.275], [2.872, 2.474, 0.733]],
  "forces_ev_per_angstrom": [[-0.11, -0.72, -0.96], [-0.02, 2.00, 0.09], [-1.01, -0.01, -0.51], [0.53, -0.64, 0.00], [-0.18, -0.25, -0.17], [2.15, 0.10, 0.18], [-0.24, 0.30, 0.54], [-0.48, -0.08, 0.52], [-0.63, -0.69, 0.29]]
}